(1)
The following is a quantum chemistry calculation of an isolated molecule of C6H11N5O, from OMol25.

```
23
Properties=species:S:1:pos:R:3:forces:R:3
C 2.7385 -1.4121 0.6878 0.588 -1.227 0.865
N 3.4051 -0.0687 0.4901 -0.189 -0.591 -1.330
C 2.7268 0.7735 -0.5673 -0.530 0.802 -0.557
C 1.0723 0.9200 -0.3257 2.455 -0.456 -0.291
N 0.7022 1.1558 1.0369 0.367 -0.636 -4.196
N -0.5883 1.2249 1.2311 -1.634 -0.631 -3.978
C -1.3649 1.0509 0.0410 -2.205 -0.190 0.535
C -3.0231 1.0826 0.2987 0.667 1.459 -1.038
O -3.7493 0.1095 -0.5353 1.983 -0.008 1.958
C -3.2762 -1.2679 -0.3281 -0.914 -1.523 -0.502
N -0.9932 0.8574 -1.3279 -0.396 0.627 4.237
N 0.2972 0.7880 -1.5222 1.614 0.455 3.979
H 2.2611 -1.4169 1.7727 0.575 -0.095 -2.482
H 3.5670 -2.2703 0.7127 -1.758 1.864 -0.099
H 1.9830 -1.7159 -0.1582 1.278 0.712 1.678
H 4.4130 -0.2411 0.2193 -1.787 0.522 0.224
H 2.9603 0.3786 -1.6689 -0.988 0.820 2.226
H 3.1349 1.8782 -0.5082 -0.694 -2.201 -0.054
H -3.3021 1.0628 1.4354 0.811 -0.393 -2.086
H -3.3520 2.1601 -0.0963 0.564 -2.433 0.773
H -2.5537 -1.4155 0.5805 -1.160 0.524 -1.839
H -4.2230 -1.9606 -0.1114 1.932 1.621 -0.386
H -2.8355 -1.6732 -1.3566 -0.577 0.978 2.366
```
Forces are in eV/Å.

Calculated values
* HOMO: -9.197 eV
* SMILES: CNCc1nnc(COC)nn1
* molecular weight: 169.19 u
* gap between HOMO and LUMO: 8.392 eV
* spin multiplicity: 1


(2)
The following is a quantum chemistry calculation of the ion C6H11N6 with charge +1, from OMol25.

```
23
Properties=species:S:1:pos:R:3:forces:R:3
C 2.8084 -0.8231 -0.2882 -0.898 -0.344 0.896
C 1.5054 -0.2967 0.0028 -0.220 1.022 -0.592
C 0.7141 -1.4334 0.0585 -0.455 -2.004 0.680
C -1.6753 -1.0320 -0.3056 0.489 1.237 -0.543
C 1.2306 1.1052 0.0677 2.394 0.090 -1.334
C 0.1342 1.7728 0.7106 0.490 0.108 1.420
N 2.8357 -2.0997 -0.2230 -0.032 -1.702 0.074
N 1.5499 -2.4890 -0.0218 0.831 0.936 -0.315
N -0.5960 -1.8296 0.1606 -1.820 0.064 -0.283
N -1.4242 0.1699 -0.7695 -0.947 -2.522 0.590
N -2.9259 -1.5800 -0.1927 -1.075 -1.708 -0.167
N 2.0881 1.8936 -0.5945 -4.132 3.685 2.952
H 3.7499 -0.3882 -0.3018 1.335 1.332 -0.334
H -0.6593 1.4331 0.1113 -1.494 -0.626 -0.211
H 0.1715 2.8032 0.5422 0.353 1.746 0.045
H -0.0205 1.5678 1.7744 0.053 -0.337 -0.349
H 1.3404 -3.4528 0.1734 0.051 -0.106 -0.236
H -0.7619 -2.8660 0.2317 0.236 1.779 -0.184
H -2.2869 0.7189 -0.8111 0.050 -0.409 -0.447
H -3.1446 -2.5908 -0.0053 1.058 1.508 0.081
H -3.6199 -1.2750 -0.8737 0.503 0.388 0.321
H 2.9186 1.7341 -0.9860 3.684 -2.133 -2.094
H 2.0341 2.9490 -0.4644 -0.455 -2.005 0.028
```
Forces are in eV/Å.

Calculated values
* total charge: +1
* HOMO: -12.700 eV
* SMILES: [H]/N=C(\N)Nc1[nH]ncc1C(C)=[NH2+]
* molecular weight: 167.20 u
* gap between HOMO and LUMO: 8.889 eV
* spin multiplicity: 1


(3)
The following is a quantum chemistry calculation of the ion C6H11N6O2S with charge +1, from OMol25.

```
26
Properties=species:S:1:pos:R:3:forces:R:3
C 2.9145 -1.7122 -2.0144 -0.246 -0.047 0.223
C -1.1480 1.9492 1.4411 -0.731 0.311 0.422
C 1.0847 -1.0010 0.4593 -0.506 1.168 -2.745
C 0.7141 -1.7091 -0.9228 -3.714 0.323 1.482
C 0.3077 0.0590 1.1029 1.114 -1.327 2.291
C -3.0450 3.3776 1.8919 -0.253 -1.616 1.815
N 3.6625 -2.6497 -2.6809 1.304 0.531 -0.268
N 3.1046 -3.7769 -2.6125 -1.069 -0.246 0.284
N 1.9756 -3.6578 -1.9341 -0.457 -1.239 -0.110
N -0.6995 0.7586 0.7157 0.228 -0.107 -1.537
N -2.3293 2.4224 1.0146 -0.363 1.079 -0.001
N 1.7878 -2.3396 -1.6100 0.289 -0.546 0.082
O -0.5697 2.4136 2.3920 0.653 -1.194 -0.553
O -2.9601 1.9430 -0.1121 -0.155 -0.791 -0.573
S 3.2687 -0.1598 -1.6247 0.341 0.892 -0.255
H 1.4734 -1.6539 1.1655 0.719 -1.181 1.376
H 1.9716 -0.4024 0.0419 0.195 0.143 0.412
H -0.1513 -2.4563 -0.6687 1.706 1.115 -0.912
H 0.2929 -0.8916 -1.5930 0.530 -1.066 0.552
H 0.6374 0.2376 2.1803 -0.307 0.289 -1.569
H -3.1416 4.3264 1.3650 -0.197 -0.004 0.356
H -4.0769 2.8922 2.2255 2.143 1.197 -0.924
H -2.3318 3.4212 2.8216 -1.762 0.424 -1.811
H 1.3055 -4.4489 -1.9669 0.317 1.214 0.238
H -1.1118 0.4992 -0.1906 -0.159 0.657 0.520
H -2.9361 2.5591 -0.8865 0.381 0.022 1.205
```
Forces are in eV/Å.

Calculated values
* total charge: +1
* HOMO: -11.890 eV
* SMILES: CN(O)C(=O)/[NH+]=C/CCn1[nH]nnc1=S
* molecular weight: 231.26 u
* gap between HOMO and LUMO: 7.262 eV
* spin multiplicity: 1


(4)
The following is a quantum chemistry calculation of an isolated molecule of C6H11NO, from OMol25.

```
19
Properties=species:S:1:pos:R:3:forces:R:3
C -0.8028 0.2327 -1.8560 0.074 0.036 0.044
C 2.1042 -0.3945 -0.5434 -0.007 -0.040 -0.096
C -0.8413 -1.0927 0.3585 -0.079 -0.056 -0.106
C 0.0401 0.3231 0.7469 0.364 0.263 -0.063
N -0.5430 1.1192 1.7651 0.020 -0.050 -0.086
C -1.2571 -0.0230 -0.4510 -0.016 -0.180 0.163
C 1.3392 0.4754 0.3919 -0.474 -0.090 0.106
O -1.7969 -1.3674 1.3308 0.181 0.174 -0.054
H -1.4084 -2.0241 1.9180 -0.037 0.033 -0.074
H -1.3949 0.7129 2.1278 0.039 -0.036 -0.046
H 0.0943 1.3013 2.5288 -0.017 -0.038 -0.063
H -2.1947 0.4855 -0.1911 0.065 -0.009 0.055
H 1.8900 1.2596 0.9056 -0.049 -0.015 0.026
H -1.6263 -0.0527 -2.5185 0.035 0.013 0.062
H 0.0612 -0.3654 -2.1272 0.008 -0.010 0.038
H -0.5900 1.2896 -2.0243 -0.011 -0.035 0.014
H 1.6109 -1.3677 -0.6289 0.002 0.037 0.015
H 2.1894 0.0246 -1.5528 -0.023 -0.009 0.068
H 3.1261 -0.5364 -0.1801 -0.075 0.015 -0.001
```
Forces are in eV/Å.

Calculated values
* HOMO: -7.339 eV
* molecular weight: 113.16 u
* gap between HOMO and LUMO: 7.919 eV
* spin multiplicity: 1


Number 1: total energy -15891.5918 eV. Number 2: total energy -15333.6796 eV. Number 3: total energy -30259.4754 eV. Number 4: total energy -9934.0945 eV.